{
  "formula": "C40H31MnN3O2P",
  "method": "ωB97M-V with the def2-TZVPD basis set",
  "total_charge": 1,
  "e_tot_ha": -3349.69660,
  "relative_energy_kcal_mol": 45.1,
  "max_force_ha_per_bohr": 0.018,
  "spin_multiplicity": 4,
  "elements": ["Mn", "O", "C", "C", "C", "C", "C", "C", "C", "N", "N", "C", "O", "C", "C", "C", "C", "C", "C", "H", "H", "H", "H", "H", "H", "H", "H", "H", "H", "N", "C", "C", "C", "C", "C", "C", "P", "C", "C", "C", "C", "C", "C", "C", "C", "C", "C", "C", "C", "H", "H", "H", "H", "H", "H", "H", "H", "H", "H", "H", "H", "H", "H", "H", "H", "C", "C", "C", "C", "C", "C", "C", "C", "H", "H", "H", "H", "H"],
  "xyz": [[0.113673, 0.612480, -0.012739], [-0.901214, 1.422013, -1.308938], [-1.770179, 2.407731, -1.247206], [-2.516781, 2.719953, -2.391156], [-3.434514, 3.745207, -2.352600], [-3.643239, 4.501533, -1.190856], [-2.915085, 4.209987, -0.067128], [-1.974490, 3.160374, -0.071716], [-1.239176, 2.893511, 1.117191], [-0.383127, 1.936310, 1.276396], [0.269130, 1.842864, 2.499755], [1.004352, 0.779601, 2.492685], [1.091411, 0.003476, 1.433504], [1.741229, 0.351637, 3.695474], [2.583731, -0.754307, 3.621968], [3.268179, -1.176108, 4.751068], [3.111966, -0.495890, 5.950348], [2.273144, 0.609379, 6.023104], [1.587704, 1.036447, 4.899364], [-2.348455, 2.142140, -3.289789], [-4.005354, 3.973622, -3.243670], [-4.365933, 5.304435, -1.185302], [-3.052479, 4.783301, 0.841514], [-1.391072, 3.524068, 1.989475], [2.697964, -1.271751, 2.679488], [3.925750, -2.033261, 4.695027], [3.646311, -0.825281, 6.831660], [2.155563, 1.139556, 6.958579], [0.935268, 1.897719, 4.943431], [-1.815897, -0.890486, 2.447518], [-2.378048, -2.152001, 2.092057], [-2.794899, -3.065309, 3.051022], [-3.324192, -4.290518, 2.672146], [-3.462873, -4.607136, 1.329125], [-3.036323, -3.705370, 0.365971], [-2.468265, -2.489542, 0.736447], [-1.840777, -1.291331, -0.473761], [-0.058551, -1.739064, -0.602429], [0.742594, -1.105181, -1.570665], [2.110090, -1.408055, -1.665877], [2.675135, -2.317146, -0.805879], [1.884440, -2.944120, 0.165107], [0.544491, -2.653169, 0.278093], [-2.485253, -1.783641, -2.093088], [-1.945870, -2.833243, -2.836305], [-2.502323, -3.174110, -4.058565], [-3.598191, -2.471891, -4.544990], [-4.138060, -1.425751, -3.811898], [-3.579190, -1.077886, -2.590441], [-2.467297, -0.132595, 2.272137], [-1.562009, -0.862389, 3.427668], [-2.715379, -2.808221, 4.100623], [-3.647038, -4.990772, 3.431032], [-3.895832, -5.552175, 1.031356], [-3.133849, -3.956157, -0.682457], [0.287137, -0.492107, -2.343038], [2.707147, -0.916460, -2.422079], [3.727423, -2.555655, -0.882380], [2.331174, -3.669698, 0.832868], [-0.053873, -3.135004, 1.039134], [-1.093880, -3.387286, -2.460456], [-2.082603, -3.990110, -4.631685], [-4.029585, -2.740994, -5.500037], [-4.989872, -0.877370, -4.191369], [-3.992683, -0.253622, -2.020471], [1.603232, 1.578430, -0.632172], [2.580598, 2.043820, -1.174936], [3.734690, 2.613591, -1.800290], [3.626132, 3.214577, -3.056362], [4.748643, 3.750713, -3.663427], [5.979989, 3.693364, -3.024192], [6.091605, 3.100507, -1.773378], [4.974895, 2.558865, -1.160365], [2.660301, 3.260884, -3.541782], [4.662922, 4.217136, -4.635595], [6.855198, 4.113428, -3.501715], [7.050618, 3.061611, -1.274704], [5.049874, 2.097920, -0.184472]],
  "atomic_forces_ev_per_a": [[0.2915, 0.8452, -0.2560], [-0.0260, -0.1438, -0.0181], [0.0504, -0.0275, -0.0581], [-0.0104, 0.0413, 0.0290], [-0.0152, 0.0012, -0.0289], [0.0163, -0.0108, 0.0179], [-0.0121, 0.0052, -0.0292], [0.0177, -0.0076, 0.0882], [-0.0061, 0.0643, -0.0442], [-0.0532, -0.1963, 0.1175], [-0.0936, 0.0122, -0.1646], [0.0202, -0.2617, 0.1660], [-0.2270, 0.0390, -0.0392], [0.0207, 0.0697, -0.0643], [0.0015, -0.0085, 0.0285], [-0.0100, 0.0168, -0.0150], [0.0029, -0.0049, 0.0045], [-0.0044, 0.0128, 0.0038], [0.0108, 0.0052, 0.0114], [0.0012, -0.0075, 0.0024], [0.0017, 0.0015, 0.0010], [-0.0001, 0.0023, -0.0020], [0.0001, -0.0012, 0.0024], [-0.0044, 0.0086, -0.0130], [-0.0022, -0.0055, -0.0048], [0.0005, -0.0010, 0.0023], [0.0017, -0.0009, -0.0005], [0.0020, -0.0013, 0.0010], [-0.0009, -0.0017, -0.0046], [-0.0088, -0.0937, 0.1085], [0.0503, 0.1581, -0.0017], [0.0273, -0.0565, 0.0276], [0.0160, 0.0314, -0.0094], [0.0061, 0.0020, -0.0197], [0.0310, -0.0370, 0.0164], [-0.1404, -0.0232, -0.0899], [0.3363, -0.1150, 0.3508], [-0.1767, -0.4051, -0.0948], [-0.0928, -0.0987, -0.1263], [-0.0059, 0.0981, 0.0199], [0.0051, -0.0480, 0.0456], [0.0403, 0.0360, -0.0251], [-0.0094, 0.0701, 0.0112], [-0.0430, 0.1334, -0.0074], [0.0115, -0.0086, 0.0053], [-0.0115, 0.0070, -0.0032], [0.0074, -0.0114, -0.0075], [0.0114, 0.0050, 0.0243], [-0.0101, 0.0040, -0.0105], [0.0504, 0.0045, -0.0711], [-0.0310, 0.0077, 0.0016], [-0.0029, 0.0054, -0.0020], [0.0002, 0.0015, 0.0026], [0.0013, -0.0010, 0.0002], [-0.0095, 0.0070, -0.0044], [-0.0279, 0.0344, 0.0481], [-0.0049, 0.0017, 0.0026], [-0.0010, -0.0009, 0.0028], [-0.0021, 0.0012, 0.0031], [-0.0070, -0.0162, -0.0015], [0.0073, 0.0089, 0.0042], [0.0003, 0.0007, -0.0023], [0.0006, -0.0017, 0.0005], [-0.0014, -0.0011, -0.0016], [0.0025, 0.0030, -0.0040], [0.0261, -0.2947, -0.0292], [-0.0190, 0.1851, 0.1044], [-0.0180, -0.0534, 0.0067], [0.0068, 0.0226, -0.0005], [-0.0128, -0.0028, 0.0046], [0.0142, 0.0021, -0.0022], [-0.0161, -0.0056, -0.0020], [0.0232, 0.0121, -0.0010], [0.0021, -0.0089, -0.0030], [0.0040, -0.0009, -0.0013], [-0.0009, 0.0048, 0.0026], [0.0031, -0.0008, -0.0028], [-0.0049, -0.0070, -0.0023]],
  "lowdin_charge": [0.817, -0.196, -0.299, 0.003, -0.046, -0.068, -0.023, -0.132, 0.004, -0.062, 0.130, -0.400, -0.129, -0.149, -0.015, -0.065, -0.069, -0.066, -0.023, 0.124, 0.115, 0.111, 0.121, 0.151, 0.105, 0.108, 0.109, 0.109, 0.112, 0.079, -0.334, -0.025, -0.063, -0.070, -0.066, -0.323, 1.132, -0.402, -0.157, -0.047, -0.039, -0.041, -0.061, -0.371, -0.091, -0.063, -0.065, -0.068, -0.093, 0.090, 0.093, 0.115, 0.112, 0.109, 0.102, 0.123, 0.123, 0.117, 0.119, 0.114, 0.114, 0.111, 0.111, 0.110, 0.103, 0.011, -0.025, -0.249, -0.030, -0.071, -0.071, -0.070, -0.029, 0.117, 0.108, 0.108, 0.108, 0.118]
}

{
  "formula": "C40H31N8O2PbS",
  "method": "ωB97M-V with the def2-TZVPD basis set",
  "total_charge": 3,
  "e_tot_ha": -2721.63832,
  "relative_energy_kcal_mol": 15.4,
  "max_force_ha_per_bohr": 0.014,
  "elements": ["Pb", "C", "C", "N", "C", "C", "C", "C", "C", "C", "C", "N", "C", "C", "C", "C", "C", "C", "C", "C", "N", "C", "H", "H", "H", "H", "H", "H", "H", "H", "H", "H", "H", "H", "C", "N", "C", "C", "N", "C", "S", "C", "C", "C", "C", "C", "N", "H", "H", "H", "H", "H", "H", "H", "H", "H", "O", "C", "O", "C", "C", "C", "C", "C", "C", "N", "C", "C", "C", "C", "C", "C", "N", "H", "H", "H", "H", "H", "H", "H", "H", "H", "H"],
  "xyz": [[-0.335300, -0.116423, 0.287066], [0.247308, 3.864262, 2.995505], [0.164366, 2.585075, 2.433972], [-0.373300, 2.334838, 1.244714], [-0.893192, 3.352908, 0.534329], [-0.796236, 4.681519, 0.996720], [-0.212112, 4.920197, 2.261088], [-1.310770, 5.736086, 0.213399], [-1.963651, 5.500337, -0.986830], [-2.151259, 4.208451, -1.418586], [-1.616137, 3.090532, -0.716182], [-1.852487, 1.815500, -1.013231], [-2.542647, 1.273801, -2.027618], [-2.739180, 1.825548, -3.315150], [-3.600180, 1.241462, -4.220951], [-4.317562, 0.108206, -3.868306], [-4.113113, -0.534946, -2.629803], [-4.844151, -1.681120, -2.239948], [-4.612663, -2.233845, -1.012713], [-3.595338, -1.684682, -0.216228], [-2.880315, -0.627103, -0.564802], [-3.164872, -0.013234, -1.728767], [0.676895, 3.999014, 3.978701], [0.551940, 1.721743, 2.967593], [-0.149315, 5.934266, 2.638286], [-1.233863, 6.750196, 0.591489], [-2.382030, 6.323566, -1.549625], [-2.787688, 4.047630, -2.273323], [-2.157764, 2.680997, -3.629527], [-3.723827, 1.678376, -5.202635], [-5.036523, -0.311248, -4.563620], [-5.585833, -2.098596, -2.910487], [-5.174833, -3.089577, -0.665804], [-3.346592, -2.125431, 0.744656], [-1.539409, -3.715985, 4.381647], [-0.244740, -3.517651, 3.731850], [0.763554, -4.467012, 3.693182], [1.810158, -3.912988, 3.073855], [1.448359, -2.607519, 2.731621], [0.157294, -2.379913, 3.137638], [-0.845799, -1.006734, 2.971122], [2.417458, -1.638311, 2.324676], [3.744723, -1.838680, 2.682702], [4.679803, -0.887583, 2.320078], [4.259487, 0.245636, 1.639926], [2.919551, 0.353949, 1.336707], [2.003825, -0.575881, 1.649863], [-1.739283, -4.782606, 4.436741], [-2.314548, -3.215561, 3.808657], [-1.525501, -3.298499, 5.386584], [0.646258, -5.449973, 4.117703], [2.755525, -4.352746, 2.811844], [4.042500, -2.699493, 3.262838], [5.719698, -1.021676, 2.587775], [4.951962, 1.028583, 1.362337], [2.548630, 1.228193, 0.810580], [-1.589951, -7.993281, 1.116304], [-0.327506, -7.646191, 0.811409], [0.580251, -8.397340, 0.996293], [-0.084181, -6.242054, 0.317332], [1.096723, -6.017027, -0.384639], [1.439554, -4.747148, -0.805466], [0.607646, -3.663974, -0.512441], [-0.562892, -3.891128, 0.200194], [-0.917202, -5.169644, 0.602443], [0.878594, -2.307072, -0.867988], [1.780170, -2.028552, -1.720246], [2.156694, -0.659950, -2.132228], [3.195243, -0.520827, -3.040892], [3.590590, 0.749491, -3.436261], [2.926898, 1.843780, -2.912311], [1.894608, 1.617364, -2.013273], [1.510376, 0.404329, -1.623367], [-2.239814, -7.348396, 0.812274], [1.743393, -6.861425, -0.585090], [2.380163, -4.616647, -1.324319], [-1.199358, -3.046218, 0.447566], [-1.825691, -5.305965, 1.179345], [2.347227, -2.810325, -2.224474], [3.692797, -1.397832, -3.435178], [4.403301, 0.878139, -4.139403], [3.198920, 2.852881, -3.189609], [1.353266, 2.454960, -1.579683]],
  "atomic_forces_ev_per_a": [[0.2366, -0.5379, 0.4123], [0.0557, -0.0342, 0.0608], [0.0265, -0.0309, -0.1378], [-0.0719, 0.0662, 0.0269], [-0.0222, -0.0403, 0.0040], [0.0340, 0.0256, -0.0411], [-0.0132, 0.0865, 0.0068], [-0.0390, 0.0148, 0.0069], [0.0099, 0.1304, -0.0142], [-0.0105, -0.0916, 0.0484], [0.0990, -0.0565, -0.1061], [-0.2883, 0.1538, 0.1814], [0.1129, -0.0232, 0.0030], [0.0471, 0.0165, 0.0449], [-0.0680, -0.0279, -0.1040], [0.0177, 0.0132, -0.0109], [0.0002, 0.0425, -0.0563], [-0.0477, -0.0442, -0.0412], [0.0073, -0.0600, 0.0197], [0.1064, 0.0630, -0.1510], [-0.2969, 0.0828, 0.1904], [0.1300, 0.0739, 0.0278], [-0.0011, -0.0161, -0.0337], [-0.0449, 0.0206, -0.0039], [0.0039, -0.0161, -0.0194], [0.0207, -0.0223, -0.0182], [-0.0179, -0.0002, 0.0420], [-0.0621, -0.0444, -0.0138], [0.0263, 0.0276, 0.0448], [-0.0007, -0.0342, 0.0058], [0.0150, 0.0075, 0.0130], [-0.0039, 0.0302, 0.0131], [0.0147, 0.0239, 0.0158], [-0.0156, -0.0117, -0.0407], [0.0205, -0.0036, -0.0048], [-0.0694, -0.0461, 0.0336], [-0.2146, 0.0115, 0.1168], [0.0448, 0.0138, -0.1325], [0.1114, 0.1433, -0.0522], [0.1439, -0.2005, -0.0919], [-0.0471, 0.0582, 0.0356], [-0.1848, -0.0607, 0.0951], [0.0839, -0.0232, 0.0730], [0.0181, -0.0448, 0.0084], [0.0123, 0.0543, 0.0005], [-0.0532, -0.0010, -0.0026], [0.0427, 0.1823, -0.2656], [0.0233, -0.0018, -0.0135], [0.0074, -0.0100, -0.0457], [0.0336, 0.0147, -0.0007], [-0.0448, 0.0202, -0.0477], [-0.0049, 0.0943, -0.0013], [-0.0086, 0.0419, 0.0101], [-0.0188, 0.0037, 0.0061], [-0.0234, -0.0264, -0.0023], [0.0161, -0.0546, -0.0002], [-0.0566, 0.0157, -0.0221], [-0.0240, 0.1404, 0.2471], [0.0380, -0.0577, -0.0762], [-0.0430, -0.0418, -0.0746], [-0.0119, -0.0314, -0.0403], [0.1354, 0.1012, 0.0553], [-0.0409, -0.0017, -0.0148], [-0.0887, 0.1509, -0.0083], [-0.0094, 0.0206, 0.0889], [0.0960, 0.1107, -0.0256], [-0.0421, -0.0916, -0.0614], [-0.0031, 0.0662, 0.0318], [0.0610, -0.0449, -0.0540], [0.0315, 0.0250, -0.0248], [0.0190, 0.0093, -0.0239], [-0.1015, -0.0262, 0.0589], [0.0907, -0.1491, -0.0480], [0.0682, -0.0482, -0.0733], [0.0191, 0.0269, 0.0187], [-0.0258, 0.0118, -0.0151], [0.0393, -0.0753, 0.0031], [0.0046, -0.0064, -0.0200], [0.0132, -0.0207, -0.0305], [-0.0139, 0.0130, 0.0135], [-0.0229, -0.0057, 0.0098], [-0.0076, -0.0100, 0.0077], [0.0272, -0.0337, -0.0152]],
  "lowdin_charge": [1.319, 0.012, -0.086, 0.012, -0.140, -0.123, 0.052, 0.088, 0.000, 0.069, -0.168, 0.126, -0.183, 0.039, -0.005, 0.080, -0.124, 0.047, 0.005, -0.085, 0.015, -0.149, 0.133, 0.096, 0.144, 0.149, 0.137, 0.117, 0.127, 0.135, 0.147, 0.142, 0.129, 0.112, -0.005, -0.103, -0.002, -0.016, 0.026, -0.684, 0.580, -0.246, 0.031, -0.006, -0.023, -0.143, 0.029, 0.104, 0.066, 0.111, 0.149, 0.137, 0.122, 0.132, 0.123, 0.092, 0.143, -0.477, 0.163, -0.115, 0.023, 0.010, -0.255, -0.039, -0.014, 0.032, -0.069, -0.255, 0.017, -0.006, -0.018, -0.136, -0.003, 0.107, 0.139, 0.114, 0.061, 0.120, 0.127, 0.130, 0.132, 0.123, 0.106]
}